{
  "formula": "C66H52FGeN3O2P3Rh",
  "method": "wB97M-V/def2-TZVPD",
  "lumo_ha": [-0.01391, -0.01366],
  "gap_ev": [6.62, 6.62],
  "energy_ev": -167957.1741,
  "species": ["Rh", "F", "Ge", "C", "C", "C", "C", "C", "C", "P", "C", "C", "C", "C", "C", "C", "C", "C", "C", "C", "C", "C", "C", "C", "C", "C", "C", "C", "P", "C", "C", "C", "C", "C", "C", "C", "C", "C", "C", "C", "C", "C", "C", "C", "C", "C", "C", "P", "C", "C", "C", "C", "C", "C", "C", "C", "C", "C", "C", "C", "H", "H", "H", "H", "H", "H", "H", "H", "H", "H", "H", "H", "H", "H", "H", "H", "H", "H", "H", "H", "H", "H", "H", "H", "H", "H", "H", "H", "H", "H", "H", "H", "H", "H", "H", "H", "H", "H", "H", "H", "H", "H", "O", "N", "N", "O", "C", "C", "C", "C", "C", "C", "H", "H", "H", "H", "H", "N", "C", "C", "C", "C", "C", "C", "H", "H", "H", "H", "H"],
  "coordinates": [[-0.165, 0.243, 0.050], [-0.168, -0.224, 2.454], [-0.542, -2.068, 0.712], [-2.536, -2.271, 0.898], [-3.159, -3.500, 1.078], [-4.514, -3.571, 1.344], [-5.264, -2.410, 1.434], [-4.662, -1.187, 1.212], [-3.302, -1.116, 0.924], [-2.551, 0.566, 0.611], [-3.663, 1.164, -0.703], [-3.777, 2.517, -1.022], [-4.681, 2.944, -1.978], [-5.475, 2.030, -2.649], [-5.316, 0.678, -2.393], [-4.412, 0.247, -1.442], [-3.145, 1.292, 2.177], [-2.896, 0.592, 3.356], [-3.277, 1.124, 4.573], [-3.920, 2.348, 4.629], [-4.178, 3.043, 3.459], [-3.793, 2.520, 2.240], [0.291, -2.839, 2.395], [-0.117, -4.068, 2.888], [0.412, -4.596, 4.054], [1.361, -3.886, 4.768], [1.778, -2.655, 4.299], [1.255, -2.140, 3.121], [1.862, -0.514, 2.533], [1.593, 0.977, 3.553], [1.053, 2.091, 2.923], [0.622, 3.168, 3.672], [0.740, 3.134, 5.053], [1.318, 2.043, 5.679], [1.750, 0.961, 4.928], [3.683, -0.749, 2.785], [4.297, -1.978, 2.582], [5.674, -2.077, 2.547], [6.457, -0.942, 2.688], [5.855, 0.287, 2.891], [4.477, 0.382, 2.943], [0.103, -3.251, -0.786], [0.373, -4.603, -0.639], [0.966, -5.321, -1.662], [1.318, -4.684, -2.842], [1.070, -3.333, -3.000], [0.452, -2.618, -1.982], [0.116, -0.831, -2.118], [1.236, -0.253, -3.446], [2.333, 0.519, -3.092], [3.227, 0.957, -4.055], [3.028, 0.621, -5.384], [1.925, -0.135, -5.748], [1.024, -0.564, -4.790], [-1.451, -0.779, -3.040], [-1.790, 0.449, -3.610], [-2.891, 0.554, -4.434], [-3.673, -0.564, -4.687], [-3.368, -1.772, -4.084], [-2.263, -1.888, -3.258], [-2.583, -4.410, 0.991], [-4.986, -4.532, 1.490], [-6.318, -2.459, 1.668], [-5.249, -0.279, 1.255], [-3.148, 3.254, -0.549], [-4.770, 3.999, -2.194], [-6.199, 2.368, -3.377], [-5.902, -0.049, -2.937], [-4.294, -0.811, -1.265], [-2.387, -0.359, 3.314], [-3.066, 0.579, 5.482], [-4.220, 2.761, 5.580], [-4.674, 4.002, 3.495], [-3.998, 3.073, 1.338], [-0.888, -4.616, 2.369], [0.074, -5.559, 4.406], [1.765, -4.287, 5.685], [2.513, -2.087, 4.851], [0.934, 2.074, 1.844], [0.158, 4.014, 3.185], [0.370, 3.965, 5.637], [1.400, 2.017, 6.755], [2.198, 0.104, 5.410], [3.688, -2.863, 2.452], [6.140, -3.038, 2.392], [7.534, -1.016, 2.632], [6.462, 1.176, 2.994], [4.007, 1.342, 3.111], [0.139, -5.090, 0.298], [1.177, -6.372, -1.534], [1.801, -5.237, -3.634], [1.370, -2.837, -3.911], [2.470, 0.788, -2.055], [4.075, 1.563, -3.768], [3.723, 0.959, -6.139], [1.763, -0.382, -6.788], [0.155, -1.134, -5.089], [-1.172, 1.312, -3.404], [-3.141, 1.502, -4.886], [-4.525, -0.488, -5.346], [-3.989, -2.638, -4.269], [-2.020, -2.837, -2.799], [-1.320, 2.309, 0.690], [-1.095, 3.335, -0.092], [-0.256, 3.122, -1.079], [0.179, 1.894, -1.356], [0.139, 4.179, -1.860], [1.063, 3.986, -2.894], [1.469, 5.058, -3.659], [0.961, 6.329, -3.422], [0.040, 6.521, -2.399], [-0.373, 5.465, -1.617], [1.448, 2.994, -3.072], [2.190, 4.907, -4.449], [1.275, 7.163, -4.030], [-0.354, 7.509, -2.212], [-1.084, 5.599, -0.818], [1.853, -0.271, 0.932], [2.952, -0.650, 0.160], [3.156, -1.971, -0.240], [4.252, -2.312, -1.008], [5.185, -1.351, -1.357], [5.000, -0.037, -0.957], [3.886, 0.316, -0.224], [2.450, -2.729, 0.069], [4.387, -3.339, -1.319], [6.050, -1.621, -1.943], [5.729, 0.717, -1.217], [3.727, 1.341, 0.081]],
  "forces_ev_per_a": [[-0.27, -4.53, 0.28], [-0.19, 0.48, -0.47], [-0.15, 0.36, 0.20], [0.91, 0.22, -0.15], [-0.09, -0.10, -0.02], [0.06, -0.28, -0.01], [-0.16, 0.21, 0.01], [-0.08, -0.24, 0.11], [0.05, 0.47, -0.07], [0.06, -2.12, -1.12], [0.06, 0.16, -0.06], [0.07, 0.02, -0.07], [-0.08, 0.06, -0.11], [-0.03, -0.04, -0.02], [-0.20, 0.11, -0.01], [0.03, 0.02, 0.15], [0.40, 0.09, 0.18], [0.07, -0.03, -0.25], [-0.03, -0.01, 0.19], [0.01, 0.03, -0.02], [-0.11, 0.03, 0.12], [0.05, -0.06, -0.14], [-0.18, 0.48, -0.74], [-0.12, -0.05, -0.19], [0.03, -0.10, 0.13], [-0.09, -0.13, 0.07], [-0.09, 0.06, -0.01], [0.21, 0.55, 0.20], [0.20, 0.03, 0.14], [-0.08, -0.41, -0.13], [0.04, 0.01, -0.20], [0.04, 0.00, -0.05], [-0.05, 0.14, 0.06], [-0.04, 0.00, 0.11], [0.04, -0.03, -0.06], [-0.40, 0.16, 0.17], [-0.09, -0.04, 0.17], [0.15, -0.07, -0.04], [0.05, -0.02, -0.01], [0.18, 0.12, 0.01], [-0.10, -0.01, 0.17], [-0.10, 0.73, 0.29], [-0.17, -0.07, 0.10], [0.08, -0.08, -0.08], [0.01, -0.11, 0.02], [-0.08, 0.11, -0.13], [0.09, -0.01, 0.35], [-1.00, 0.15, 0.96], [0.13, 0.32, 0.50], [-0.05, 0.00, 0.14], [0.07, -0.01, -0.08], [0.07, 0.11, 0.08], [-0.06, -0.05, -0.11], [-0.09, -0.05, 0.13], [-0.07, 0.05, 0.03], [-0.04, 0.03, 0.08], [0.00, -0.03, -0.12], [0.09, -0.07, -0.08], [-0.20, -0.07, -0.14], [0.28, 0.13, 0.16], [0.03, -0.16, 0.05], [-0.04, -0.08, 0.01], [-0.08, -0.02, -0.01], [-0.08, 0.06, 0.03], [-0.17, -0.02, 0.07], [0.01, 0.08, -0.01], [-0.04, 0.01, -0.06], [-0.03, -0.04, -0.02], [-0.04, -0.03, -0.03], [0.05, -0.02, 0.04], [0.02, -0.04, 0.05], [-0.02, 0.05, 0.13], [-0.07, 0.07, 0.00], [0.02, 0.05, 0.03], [-0.08, -0.16, -0.05], [-0.03, -0.07, 0.05], [0.05, -0.04, 0.09], [0.12, -0.02, 0.03], [-0.01, 0.11, 0.15], [0.00, 0.06, -0.05], [0.01, 0.04, 0.09], [0.06, 0.03, 0.09], [-0.01, -0.07, 0.12], [0.06, -0.04, -0.03], [0.05, -0.10, -0.04], [0.08, -0.01, 0.03], [0.03, 0.05, 0.04], [0.05, 0.05, -0.07], [0.02, -0.11, 0.04], [0.02, -0.12, 0.02], [0.05, -0.05, -0.07], [0.05, -0.04, -0.03], [0.02, 0.02, -0.07], [0.06, 0.01, 0.04], [0.05, 0.02, -0.06], [-0.04, -0.03, -0.04], [-0.06, -0.03, -0.02], [0.06, 0.09, -0.02], [-0.02, 0.11, -0.02], [-0.08, 0.00, -0.04], [-0.05, -0.07, -0.01], [0.02, -0.06, -0.01], [0.98, 2.91, -0.99], [1.31, -0.54, -0.26], [-1.71, -3.27, 2.54], [0.28, 2.67, -0.18], [0.55, 2.21, -1.44], [-0.44, -0.44, 0.66], [-0.04, 0.50, -0.12], [0.03, -0.19, 0.03], [0.09, 0.13, -0.17], [0.10, -0.58, 0.03], [0.00, -0.08, 0.00], [0.04, -0.06, -0.07], [0.05, 0.07, -0.05], [-0.04, 0.03, 0.02], [-0.01, 0.09, 0.03], [-0.93, 0.41, -0.44], [0.44, 0.10, -0.42], [-0.19, 0.22, -0.04], [0.12, -0.07, -0.08], [0.10, -0.02, -0.14], [0.06, 0.03, -0.03], [-0.01, -0.17, 0.07], [-0.03, -0.03, 0.03], [0.02, -0.08, -0.01], [0.11, -0.05, -0.07], [0.08, 0.06, -0.05], [-0.03, 0.06, 0.08]]
}